{"formula": "C49H61AsN5O2SSi2W", "method": "wB97M-V/def2-TZVPD", "symbols": ["W", "As", "S", "Si", "Si", "O", "O", "N", "N", "N", "N", "N", "C", "C", "C", "C", "C", "C", "C", "C", "C", "C", "C", "C", "C", "C", "C", "C", "C", "C", "C", "C", "C", "C", "C", "C", "C", "C", "C", "C", "C", "C", "C", "C", "C", "C", "C", "C", "C", "C", "C", "C", "C", "C", "C", "C", "C", "C", "C", "C", "C", "H", "H", "H", "H", "H", "H", "H", "H", "H", "H", "H", "H", "H", "H", "H", "H", "H", "H", "H", "H", "H", "H", "H", "H", "H", "H", "H", "H", "H", "H", "H", "H", "H", "H", "H", "H", "H", "H", "H", "H", "H", "H", "H", "H", "H", "H", "H", "H", "H", "H", "H", "H", "H", "H", "H", "H", "H", "H", "H", "H", "H"], "positions_angstrom": [[-0.144985, -0.180787, -1.306545], [1.409144, -0.354083, -2.916806], [-3.232015, -3.568051, -2.691992], [6.941395, 1.660946, -0.415853], [2.889508, -0.803102, -4.775616], [0.093251, 1.438706, -0.462373], [-0.530344, -1.333195, 0.082888], [1.952596, -0.391886, 0.245672], [-1.654295, 0.365992, -4.377919], [-1.294804, -1.970088, -2.336961], [-1.845278, 0.727173, -2.101423], [-3.411913, 1.636123, -3.611059], [-2.060044, 0.459497, -5.772949], [2.271568, 0.296605, -6.134323], [7.278361, 2.367789, -2.066265], [2.721208, -2.613677, -5.162678], [-3.167837, -4.629269, 0.923299], [-0.968909, 5.893769, 1.415816], [-0.665682, -4.769722, -0.269441], [1.384524, -2.760890, 0.158902], [1.122519, 3.576470, -3.954600], [-0.895513, -2.866432, -3.298649], [0.597792, -3.015626, 4.458083], [3.922711, -0.854012, 2.152128], [4.576727, -0.333322, -4.138154], [-4.273889, 2.173352, -2.554063], [-4.104762, 1.355940, -1.296871], [0.046418, 6.098794, 0.496442], [0.130676, -0.688149, 4.106264], [0.088231, -2.213365, 2.243383], [0.684012, 5.015840, -0.097216], [3.515343, 0.429655, 1.848989], [0.407424, -3.257632, 3.107377], [7.058063, -0.148205, -0.202686], [3.297895, -1.913330, 1.512273], [2.071912, 2.063802, 0.723249], [-2.256164, -3.601400, 1.095351], [-2.318575, 0.909543, -3.355524], [-3.878568, 1.907343, -4.979104], [-2.628510, 1.295153, -0.975865], [-1.574197, -5.811639, -0.426797], [-2.511426, -2.250645, -1.927986], [-2.823334, -5.744861, 0.168222], [6.613235, 2.758400, 1.001321], [0.308318, 3.717111, 0.223688], [2.285092, -1.646821, 0.606128], [2.538459, 0.632054, 0.873769], [-1.339158, 4.597873, 1.751867], [3.397135, 3.230462, -3.286759], [2.480848, 3.620086, -4.248377], [0.460740, -1.727824, 4.961283], [2.965515, 2.824770, -2.026908], [-1.819799, -3.802468, -3.621044], [1.615816, 2.811346, -1.710952], [-2.757864, 1.786802, -5.989637], [0.699862, 3.180724, -2.698661], [-0.995377, -3.662973, 0.500592], [-0.049872, -0.927772, 2.749080], [-0.698365, 3.517710, 1.166974], [-0.025908, -2.516642, 0.753247], [1.058873, 2.496595, -0.339325], [-3.167575, 1.847817, -6.996204], [6.097784, 2.260734, 1.823178], [6.568566, 1.958842, -2.793936], [2.820057, 3.964827, -5.216506], [-0.309803, -0.110358, 2.086958], [-0.357058, 3.179770, -2.459551], [-4.022248, 3.222832, -2.377924], [7.236529, 3.455221, -2.096506], [-2.243930, 2.286264, -0.723458], [-3.523115, -6.562267, 0.056871], [-1.465185, 6.737504, 1.875455], [-0.773291, -0.066073, -4.138359], [0.344822, 7.105127, 0.235153], [3.534879, -2.936358, 1.768694], [0.001473, 0.312943, 4.497538], [-4.288000, 2.917442, -4.978288], [0.308641, -4.856278, -0.734490], [-1.294916, -6.682024, -1.006483], [8.268758, 2.038658, -2.399843], [1.621932, 2.303581, 1.691319], [4.660507, -1.036999, 2.923283], [-2.045249, 2.605169, -5.866000], [3.021758, -3.257326, -4.335149], [-1.735749, -4.602623, -4.337325], [6.083008, 3.665950, 0.708298], [-0.980532, 2.510515, 1.451002], [7.591848, 3.086034, 1.381686], [4.625013, 0.740216, -3.944903], [-3.019017, -1.690127, -1.158060], [4.827529, -0.871786, -3.223433], [-2.512132, -2.752460, 1.718484], [-2.721892, -0.372838, -6.027195], [1.309642, -2.815731, -0.930473], [1.710915, -2.880040, -5.475832], [1.237274, 0.082547, -6.408026], [5.332330, -0.575460, -4.890127], [2.936611, 2.726028, 0.659017], [0.491101, -4.269393, 2.726481], [-4.646803, 1.813738, -0.470495], [2.340746, 1.348525, -5.862681], [-1.164137, 0.373608, -6.386369], [1.470138, 5.196428, -0.819147], [-2.471920, 0.663953, -0.094798], [6.334118, -0.538653, 0.515907], [8.057221, -0.369267, 0.197456], [0.837564, -3.834746, 5.122651], [2.889074, 0.127556, -7.021217], [-5.300752, 2.134641, -2.916802], [1.773817, -3.708483, 0.528431], [-4.510445, 0.351644, -1.445858], [3.884961, 1.273397, 2.417964], [0.593919, -1.542353, 6.018445], [0.398736, 3.886570, -4.697335], [-2.122778, 4.429139, 2.478831], [-4.136683, -4.576728, 1.402064], [3.710876, 2.540849, -1.291469], [3.382416, -2.837061, -6.005272], [4.456311, 3.268180, -3.511440], [6.968545, -0.673418, -1.153585], [0.095057, -2.786249, -3.721723], [-4.695406, 1.219846, -5.216587]], "forces_ev_per_a": [[0.096, -0.160, -0.587], [-0.046, 0.088, -0.188], [0.057, -0.053, 0.006], [0.100, 0.016, -0.029], [0.090, -0.152, 0.075], [-0.019, 0.406, 0.104], [-0.166, -0.461, 0.382], [-0.205, -0.050, -0.013], [0.046, -0.085, 0.034], [-0.043, 0.060, 0.033], [0.099, -0.194, 0.348], [-0.052, -0.046, 0.077], [-0.024, 0.014, -0.047], [-0.028, 0.004, 0.056], [-0.051, -0.024, 0.029], [0.030, 0.072, 0.035], [0.020, 0.023, 0.043], [0.001, -0.004, 0.001], [0.010, -0.034, 0.008], [-0.106, 0.027, 0.034], [-0.048, 0.008, 0.060], [0.077, -0.008, -0.045], [-0.008, -0.003, 0.000], [-0.066, -0.048, -0.013], [0.029, 0.056, -0.043], [0.014, -0.048, 0.030], [-0.010, -0.024, -0.038], [0.002, 0.008, -0.005], [0.000, -0.008, 0.012], [0.024, -0.013, -0.048], [-0.018, -0.031, -0.045], [0.047, -0.169, -0.042], [0.016, -0.001, -0.001], [-0.021, 0.034, -0.002], [0.041, 0.076, 0.016], [-0.058, 0.124, 0.086], [-0.012, -0.006, -0.021], [0.023, 0.156, -0.080], [0.017, 0.018, -0.041], [0.036, 0.046, -0.018], [-0.021, -0.010, -0.028], [0.012, 0.041, -0.041], [0.008, -0.004, -0.017], [-0.008, -0.034, 0.043], [0.137, -0.080, 0.040], [0.078, -0.045, 0.045], [-0.004, 0.109, -0.114], [-0.017, -0.003, 0.007], [-0.016, 0.016, -0.058], [0.062, -0.070, -0.042], [-0.006, 0.006, 0.001], [0.035, -0.026, 0.035], [-0.031, 0.035, -0.028], [0.051, 0.126, -0.109], [-0.011, -0.027, 0.013], [0.048, 0.009, -0.043], [0.012, 0.063, -0.024], [-0.022, 0.032, -0.031], [0.010, -0.035, -0.021], [0.063, 0.026, -0.099], [-0.141, 0.160, 0.193], [0.002, 0.000, -0.005], [0.035, -0.007, -0.054], [0.007, -0.032, 0.024], [0.001, 0.007, -0.004], [0.005, -0.018, 0.020], [-0.008, 0.020, 0.004], [-0.008, 0.000, 0.001], [0.004, 0.005, 0.052], [-0.019, 0.013, -0.012], [-0.001, -0.005, -0.001], [-0.004, 0.002, -0.001], [-0.027, -0.017, 0.009], [0.007, 0.001, -0.004], [-0.025, -0.007, 0.012], [0.001, 0.005, 0.000], [-0.003, -0.005, 0.000], [-0.031, -0.001, 0.001], [-0.004, -0.002, 0.006], [0.017, -0.011, 0.009], [-0.028, -0.012, -0.030], [0.021, 0.004, -0.007], [-0.005, -0.003, 0.014], [-0.031, 0.026, 0.024], [-0.004, -0.006, -0.006], [-0.009, -0.007, -0.030], [-0.004, 0.002, -0.002], [0.018, 0.001, -0.007], [-0.060, -0.011, -0.003], [0.005, -0.012, 0.009], [-0.042, -0.056, 0.013], [0.006, 0.014, 0.024], [0.004, 0.017, -0.014], [-0.016, -0.021, 0.025], [-0.009, 0.016, 0.014], [0.025, -0.068, 0.010], [-0.012, -0.015, -0.025], [0.020, 0.010, 0.039], [-0.004, -0.009, 0.003], [0.010, 0.008, -0.003], [0.027, 0.047, 0.019], [-0.030, 0.008, -0.002], [0.013, 0.006, -0.013], [0.050, 0.022, 0.014], [0.004, 0.072, -0.025], [0.009, 0.013, 0.011], [0.000, -0.005, 0.001], [0.001, 0.009, -0.009], [0.007, -0.016, -0.013], [-0.011, 0.019, 0.005], [-0.005, 0.011, -0.009], [0.030, 0.059, -0.079], [0.002, 0.004, 0.002], [-0.003, 0.007, -0.002], [0.000, 0.005, 0.003], [-0.004, -0.001, 0.005], [-0.055, -0.015, 0.085], [0.014, 0.008, -0.013], [0.004, 0.020, -0.001], [0.005, 0.000, -0.004], [-0.040, -0.006, 0.032], [0.009, 0.007, 0.001]], "lowdin_charge": [1.386, 0.885, 1.133, 0.905, 0.308, -0.355, -0.334, 0.082, 0.084, -0.176, -0.114, -0.008, -0.144, -0.191, -0.148, -0.210, -0.057, -0.058, -0.037, -0.067, -0.052, -0.257, -0.047, -0.034, -0.218, -0.118, -0.134, -0.050, -0.058, -0.179, -0.017, -0.028, -0.017, -0.140, 0.007, -0.038, -0.030, -0.343, -0.116, -0.207, -0.069, -0.469, -0.075, -0.149, -0.167, -0.257, -0.225, -0.054, -0.086, -0.077, -0.061, -0.051, -0.338, -0.230, -0.136, -0.051, -0.182, -0.030, -0.048, -0.371, -0.394, 0.133, 0.039, 0.032, 0.119, 0.098, 0.122, 0.142, 0.060, 0.109, 0.118, 0.116, 0.010, 0.115, 0.130, 0.110, 0.138, 0.112, 0.117, 0.070, 0.143, 0.126, 0.121, 0.042, 0.088, 0.059, 0.110, 0.074, 0.001, 0.086, 0.026, 0.131, 0.133, 0.091, 0.029, 0.022, 0.053, 0.125, 0.131, 0.136, 0.016, 0.114, 0.120, 0.110, 0.033, 0.074, 0.116, 0.058, 0.138, 0.132, 0.122, 0.119, 0.114, 0.112, 0.114, 0.117, 0.094, 0.054, 0.096, 0.050, 0.061, 0.142], "multiplicity": 1, "fmax_ev_per_a": 0.62, "e_lumo_ev": -8.43, "energy_ha": -5607.37215, "molar_mass_da": 1099.06, "orbital_gap_ev": 6.4, "relative_energy_kcal_mol": 12.62, "charge": 3}